{
  "formula": "C33H52Cl2F12N4O14P",
  "method": "wB97M-V/def2-TZVPD",
  "symbols": ["C", "C", "O", "C", "C", "O", "C", "C", "O", "C", "C", "C", "N", "C", "C", "Cl", "C", "C", "Cl", "N", "C", "O", "O", "C", "C", "F", "F", "F", "C", "N", "C", "C", "O", "C", "C", "O", "P", "N", "O", "H", "H", "H", "H", "H", "H", "H", "H", "H", "H", "H", "H", "H", "H", "H", "H", "H", "H", "H", "H", "H", "H", "H", "H", "H", "H", "H", "H", "H", "H", "H", "H", "H", "H", "H", "H", "H", "C", "C", "O", "C", "O", "C", "F", "F", "F", "H", "H", "H", "H", "H", "C", "C", "O", "C", "O", "C", "F", "F", "F", "H", "H", "H", "H", "H", "C", "C", "O", "C", "O", "C", "F", "F", "F", "H", "H", "H", "H", "H"],
  "xyz": [[-5.878877, 1.205490, 2.798609], [-5.315868, 0.077199, 3.664794], [-5.849820, -1.187054, 3.301843], [-4.962054, -2.088954, 2.705843], [-5.045537, -2.110520, 1.202752], [-4.781161, -0.836841, 0.629831], [-3.690701, -0.804472, -0.258459], [-2.382954, -0.601820, 0.503809], [-1.472729, 0.231955, -0.204597], [-1.003784, -0.345298, -1.386726], [0.425056, 0.046027, -1.732357], [0.915279, -1.113731, -2.665113], [-0.018434, -1.506141, -3.729024], [1.479534, -0.043464, -0.601909], [1.194311, -0.718745, 0.738577], [0.480972, 0.292776, 1.997732], [2.432583, -1.569572, 1.227103], [1.980492, -3.004128, 1.419746], [3.133995, -1.041431, 2.773963], [2.266486, 1.205969, -0.687040], [3.484388, 1.381880, 0.117512], [3.377820, 2.272332, 1.199565], [2.039650, 2.755205, 1.301485], [1.836542, 1.991426, -1.602311], [2.631416, 3.264991, -1.958622], [3.779513, 2.854348, -2.568953], [2.943952, 3.969392, -0.859762], [1.942492, 4.045467, -2.803722], [0.580395, 1.542276, -2.295809], [-0.572570, 2.348756, -1.864768], [-1.485227, 2.822480, -2.906524], [-2.771570, 2.064340, -3.018149], [-1.250881, 3.803645, -3.602072], [-0.395373, 3.329125, -0.786344], [-0.301600, 4.803016, -1.053198], [-0.381230, 2.910301, 0.361404], [0.907472, 1.802725, -4.193677], [-0.394258, 1.082371, -5.034254], [2.260891, 0.895158, -4.492741], [-6.807714, 0.901201, 2.348330], [-6.016692, 2.093776, 3.396923], [-5.156194, 1.433051, 2.023768], [-5.598418, 0.273063, 4.692290], [-4.231715, 0.091280, 3.598226], [-3.936643, -1.949083, 3.043960], [-5.252981, -3.085174, 3.035621], [-4.344276, -2.867863, 0.857703], [-6.043293, -2.408818, 0.901194], [-3.664479, -1.705545, -0.871007], [-3.856553, 0.032165, -0.925501], [-2.614532, -0.064864, 1.411331], [-1.885991, -1.548090, 0.722690], [-1.012795, -1.432458, -1.277831], [-1.643129, -0.145720, -2.236614], [0.991033, -1.968801, -2.001520], [1.921145, -0.938147, -3.041602], [0.372299, -1.237781, -4.619665], [-0.013422, -2.516227, -3.775466], [2.217443, -0.737762, -1.005664], [0.437582, -1.458190, 0.527781], [3.215303, -1.566453, 0.480761], [1.435774, -3.349512, 0.547288], [2.814111, -3.656637, 1.626070], [1.290349, -3.043031, 2.255057], [4.259649, 1.763039, -0.534571], [3.824703, 0.420211, 0.475306], [1.908726, 2.777089, 2.254897], [-2.623675, 1.138426, -3.559901], [-3.097594, 1.804270, -2.014229], [-3.524372, 2.692206, -3.464195], [-1.161628, 5.302260, -0.628885], [-0.229952, 5.075439, -2.093452], [0.563237, 5.204028, -0.543543], [-0.055143, 0.375588, -5.680203], [-0.804720, 1.807038, -5.612125], [2.222461, 0.643444, -5.422794], [-8.569990, 3.906644, 7.653299], [-8.557798, 2.423193, 7.950852], [-9.258589, 1.677963, 6.935241], [-8.590659, 1.434916, 5.823634], [-7.468158, 1.764375, 5.579296], [-9.475085, 0.604161, 4.877037], [-10.706677, 1.109012, 4.808037], [-9.560317, -0.649941, 5.325229], [-8.965783, 0.579637, 3.655801], [-9.593156, 4.260568, 7.527225], [-8.105931, 4.456458, 8.470766], [-8.026460, 4.128658, 6.735891], [-9.089256, 2.215242, 8.876030], [-7.543935, 2.039615, 8.054280], [6.540426, -1.654283, 3.839194], [7.890827, -1.947867, 4.455837], [7.901418, -3.240892, 5.086729], [8.051857, -4.275187, 4.276051], [8.174026, -4.240694, 3.089972], [8.082336, -5.575067, 5.097395], [7.102117, -5.593438, 6.001458], [9.247318, -5.678301, 5.738498], [7.941925, -6.626395, 4.305195], [5.750065, -1.746250, 4.584601], [6.522000, -0.644192, 3.430730], [6.318080, -2.355577, 3.035564], [8.114754, -1.237308, 5.247552], [8.690669, -1.890450, 3.719155], [7.024178, -0.926245, -7.506143], [6.344805, -1.800701, -8.536478], [4.934965, -1.951272, -8.252408], [4.159992, -0.951239, -8.621076], [4.483669, 0.062827, -9.155483], [2.698822, -1.294589, -8.293653], [2.553462, -1.785100, -7.046414], [2.224013, -2.207018, -9.134565], [1.909702, -0.223961, -8.374842], [6.856010, -1.319321, -6.502939], [8.095688, -0.891037, -7.694287], [6.636448, 0.091429, -7.535169], [6.750020, -2.808667, -8.510702], [6.475686, -1.413605, -9.545256]],
  "forces_ev_per_angstrom": [[0.8570, -0.2278, 0.0775], [-0.6092, 0.5978, -0.1681], [0.2403, -0.0267, 0.1026], [-0.3246, -0.3255, 0.0863], [-0.0504, 0.2147, 0.0922], [0.1113, -0.2027, -0.1698], [-0.1606, -0.1377, 0.3814], [0.0647, 0.5092, -0.6500], [-0.0060, 0.1107, -0.0640], [0.0366, -0.0744, 0.5139], [0.4885, -0.0349, -0.4965], [-0.4907, -0.0476, -0.3850], [0.5593, -0.0861, 0.1447], [0.4860, -0.5781, -0.2923], [0.5222, 0.5350, 0.5553], [0.0181, -0.1431, 0.1321], [-0.8285, -0.3774, 0.4363], [-0.2808, 0.1446, 0.0831], [0.3455, 0.2737, -0.2202], [-0.6299, 0.0823, 0.4695], [0.4238, 0.2901, -0.1374], [-0.0165, 0.0898, 0.3385], [0.1293, 0.2849, -0.4862], [-0.0599, 0.5109, -0.0589], [0.2882, 0.4279, -0.2222], [-0.8207, 0.4525, 0.4011], [-0.0939, -0.3825, -0.9497], [0.7475, -0.4287, 0.8436], [-0.1125, -2.0515, 0.9995], [0.4544, 1.1783, -0.8843], [-0.1381, 1.4933, -1.4198], [0.1345, 0.1843, 0.8540], [-0.1634, -1.6713, 1.1726], [-0.3407, -0.7506, 2.2558], [-0.0575, 0.1582, -0.4924], [0.2459, 0.4717, -2.0123], [-0.0010, 2.4032, -0.9753], [0.7639, -0.3373, -0.0289], [-0.9446, -0.6557, 0.5166], [-0.3565, -0.0168, -0.1026], [-0.1989, 0.2435, 0.1567], [-0.0867, 0.0992, -0.3941], [-0.0249, -0.1736, 0.2909], [0.2783, -0.2482, 0.0657], [0.2569, 0.2855, 0.0641], [-0.0452, -0.2335, 0.1102], [0.1835, -0.1321, -0.2738], [-0.2790, -0.0643, -0.0625], [-0.0102, -0.1903, -0.1448], [0.0364, 0.3266, -0.0905], [0.0138, 0.0307, 0.3463], [-0.0041, -0.2609, 0.2489], [0.0147, -0.2847, -0.0054], [-0.1064, 0.1192, -0.2558], [0.0506, -0.2004, 0.2341], [0.1203, 0.2535, 0.0087], [-0.1064, 0.1143, -0.1357], [-0.2405, -0.1498, 0.0434], [0.1389, -0.1705, -0.1040], [-0.3117, -0.1109, -0.2951], [0.2615, 0.2383, -0.0802], [0.0750, -0.1953, -0.3124], [0.2214, -0.2082, 0.0235], [-0.1245, -0.0597, 0.2242], [0.1324, 0.1657, -0.2476], [-0.3004, -0.3400, 0.1386], [0.0254, -0.2195, 0.3125], [0.0236, -0.1106, -0.2942], [-0.0273, -0.1146, 0.1526], [-0.1317, 0.0912, -0.4402], [-0.3207, 0.0237, 0.1947], [-0.0396, -0.0831, -0.1983], [0.2523, -0.0946, 0.3365], [-0.4379, -0.3583, 0.1343], [-0.0805, 0.1853, 0.0518], [0.4384, -0.0853, -0.2156], [-0.0727, -0.0092, -0.2632], [0.1528, 0.2868, 0.3986], [-0.1178, -0.0740, 0.0538], [-0.0200, 0.0969, 0.3324], [0.1171, -0.0311, -0.1945], [-0.0351, 0.0168, -0.0703], [-0.1612, 0.0634, -0.0043], [-0.0012, -0.1766, 0.0948], [0.1361, 0.0078, -0.2038], [-0.0152, 0.0038, 0.0958], [-0.0034, -0.0193, 0.0366], [0.0723, -0.0221, 0.0326], [-0.1233, -0.1029, -0.0810], [0.0149, -0.0418, -0.1630], [-0.1090, -0.2165, -0.0253], [-0.0529, 0.4746, -0.1228], [0.0574, -0.0177, 0.1328], [-0.0054, 0.2267, 0.1187], [0.0175, -0.1073, -0.2826], [-0.0461, -0.0690, 0.0079], [-0.1231, -0.0021, 0.1107], [0.1687, 0.0126, 0.0951], [-0.0129, -0.1527, -0.1457], [0.0299, 0.0822, 0.0485], [0.0295, 0.0287, 0.0294], [0.0534, 0.0296, -0.0452], [-0.0008, -0.1253, 0.1246], [-0.0059, -0.1550, -0.0391], [-0.2598, 0.1202, 0.1264], [0.5723, -0.0228, -0.0428], [-0.1051, -0.1340, 0.0413], [0.2682, -0.1704, 0.0443], [-0.0951, 0.3009, -0.0843], [-0.6072, -0.2110, 0.0411], [0.1859, 0.0683, 0.1852], [0.1083, -0.1536, -0.1676], [0.0947, 0.3242, 0.0319], [0.0806, -0.0743, -0.0127], [0.0158, -0.0322, -0.0214], [0.0438, 0.0167, -0.0842], [-0.1683, -0.0770, 0.0431], [-0.1557, 0.0925, -0.0003]],
  "lowdin_charge": [-0.0661, -0.2467, -0.1198, -0.2117, -0.1744, -0.1241, -0.1800, -0.1681, -0.1776, -0.1805, -0.2308, -0.2098, 0.0502, -0.1758, -0.5889, 0.7715, -0.7336, -0.1204, 0.6732, 0.1365, -0.0912, -0.0792, -0.0555, -0.0082, -0.5207, 0.1574, 0.1909, 0.1426, -0.2894, 0.0611, -0.4431, 0.0228, 0.0848, -0.3773, 0.0226, 0.1032, 0.9831, -0.1265, -0.2620, 0.0689, 0.0616, 0.0547, 0.0980, 0.1046, 0.1201, 0.1279, 0.1231, 0.1307, 0.1272, 0.1159, 0.1239, 0.1211, 0.1334, 0.1078, 0.1194, 0.1123, 0.0371, 0.0880, 0.1362, 0.0796, 0.0870, 0.0811, 0.0829, 0.0878, 0.1435, 0.1121, 0.1090, 0.0792, 0.0796, 0.0966, 0.1053, 0.0657, 0.0939, 0.0376, 0.0579, 0.0465, -0.0582, -0.1907, 0.0403, -0.3917, 0.1585, -0.5573, 0.1754, 0.1776, 0.1778, 0.0851, 0.0836, 0.0763, 0.1263, 0.1251, -0.0866, -0.1910, 0.0384, -0.4053, 0.1700, -0.5645, 0.1725, 0.1781, 0.1807, 0.0744, 0.0769, 0.0692, 0.1274, 0.1271, -0.0578, -0.1822, 0.0384, -0.4175, 0.1848, -0.5472, 0.1396, 0.1881, 0.1591, 0.0821, 0.0870, 0.0774, 0.1279, 0.1294],
  "e_tot_ha": -5020.7710,
  "charge": 1,
  "lumo_energy_ev": -4.47,
  "homo_ev": -10.83
}